(1)
ORCA calculation (ωB97M-V with the def2-TZVPD basis set) on a cluster of 2 separate species, C4H9NO2 in total.

Structure (XYZ):
```
16
Properties=species:S:1:pos:R:3:forces:R:3
C -0.940825 2.462872 -0.514674 0.015 -0.417 -0.020
C -1.295630 1.229296 -0.139093 0.157 0.110 -0.167
O -0.895667 0.025913 -0.645013 0.052 0.349 -0.003
C 0.032090 0.052188 -1.727111 0.063 -0.101 -0.068
H -0.250751 2.659522 -1.326022 -0.047 -0.073 0.054
H -1.350015 3.325160 0.002594 0.012 -0.268 -0.034
H -1.990794 1.060283 0.676686 0.027 0.038 -0.057
H -0.423005 0.503599 -2.614688 0.063 0.118 0.122
H 0.297395 -0.981380 -1.968557 -0.182 0.165 0.232
H 0.951050 0.578758 -1.448878 -0.147 0.047 -0.023
N 0.654990 -2.343591 1.942650 -0.057 -0.025 0.018
C 1.303262 -1.299092 1.363347 0.546 -0.388 -0.348
O 2.370189 -1.411459 0.779088 -0.780 0.238 0.420
H 1.054067 -3.266666 1.838531 -0.114 0.181 0.015
H -0.282940 -2.251272 2.305992 0.295 0.032 -0.116
H 0.766586 -0.344132 1.475149 0.098 -0.006 -0.026
```
Positions in Å, forces in eV/Å.

HOMO = -9.149 eV
Multiplicity = 1
HOMO-LUMO gap = 10.008 eV
Charge = 0
SMILES = C=COC.NC=O
Total energy = -363.01370 Ha

(2)
ORCA calculation (ωB97M-V with the def2-TZVPD basis set) on a structure of composition C25H29BF8IrN3OSi.

Structure (XYZ):
```
69
Properties=species:S:1:pos:R:3:forces:R:3
Ir -0.257415 0.109421 0.546861 0.094 -0.022 0.417
C -1.127838 -0.623119 3.368201 0.038 0.042 0.042
N -0.577740 -1.226998 2.135551 0.002 -0.096 -0.183
C -1.509471 -2.291809 1.676822 0.007 -0.034 0.101
C 0.760798 -1.779250 2.427040 0.105 -0.002 -0.002
C 1.466435 -2.135817 1.142896 0.025 0.104 0.007
N 1.189429 -1.091203 0.131885 0.018 -0.046 -0.158
C 1.924287 -1.172671 -1.069018 -0.099 -0.105 0.019
C 1.906523 -0.130570 -2.012049 -0.009 0.202 0.079
F 1.231774 1.003744 -1.775616 0.079 -0.159 0.021
C 2.602434 -0.177546 -3.204245 -0.030 0.035 -0.007
F 2.508987 0.879050 -4.021875 0.013 -0.044 0.015
C 3.379425 -1.255971 -3.558885 0.005 -0.010 0.001
C 3.424663 -2.289396 -2.653049 0.029 -0.003 0.012
F 4.147880 -3.383269 -2.926544 -0.021 0.048 -0.007
C 2.733541 -2.262224 -1.454298 -0.126 -0.087 -0.057
F 2.851198 -3.385931 -0.717496 -0.099 0.125 0.122
H -1.136199 -1.386772 4.151643 0.001 0.013 0.012
H -2.136349 -0.266444 3.193476 -0.017 0.001 -0.040
H -0.491934 0.206134 3.671385 -0.007 0.004 -0.002
H -1.569221 -3.075828 2.439729 -0.005 0.026 -0.006
H -1.157651 -2.722804 0.741429 0.006 0.005 0.005
H -2.492113 -1.848893 1.533270 0.000 0.025 -0.033
H 0.680469 -2.649767 3.087415 -0.035 -0.009 -0.041
H 1.317483 -1.005251 2.949779 -0.023 0.031 -0.006
H 1.130388 -3.103062 0.765733 -0.023 0.010 0.050
H 2.530477 -2.227027 1.360166 0.089 0.019 -0.085
H 3.921157 -1.291427 -4.491966 -0.007 0.004 0.002
C 0.070123 3.574975 3.087140 0.020 0.010 0.050
Si 1.072825 2.826681 1.696959 -0.033 -0.087 -0.197
C 2.246450 1.574331 2.440081 -0.087 -0.120 -0.007
C 2.149778 4.065067 0.800511 -0.022 0.038 -0.021
N -0.016853 2.033344 0.536006 -0.196 0.223 0.028
C -0.928689 2.811870 -0.221592 0.065 -0.048 -0.024
C -1.116560 4.183912 -0.036971 -0.012 -0.112 0.013
C -1.954565 4.916394 -0.861973 -0.024 -0.002 -0.046
C -2.649048 4.296537 -1.888238 -0.001 0.026 0.026
C -2.496401 2.934234 -2.094978 0.008 0.018 0.007
C -1.648885 2.225850 -1.271655 0.119 -0.127 0.077
O -1.478710 0.860094 -1.353034 -0.139 0.020 -0.063
C -1.954036 0.106174 -2.412892 0.137 0.119 -0.084
C -1.470053 0.322314 -3.692829 0.037 -0.069 -0.011
C -1.906061 -0.505348 -4.717068 0.021 -0.007 0.001
C -2.800189 -1.534907 -4.453328 -0.007 0.007 -0.006
C -3.268749 -1.733591 -3.161945 -0.013 0.002 -0.001
C -2.849680 -0.907421 -2.128638 -0.066 0.027 -0.006
H 0.682056 3.687546 3.985740 0.005 -0.010 -0.004
H -0.771394 2.917894 3.324023 -0.002 0.013 0.006
H -0.346376 4.552821 2.847140 -0.005 -0.003 0.028
H 3.105014 2.096771 2.869917 -0.026 0.041 -0.016
H 2.614864 0.868438 1.693401 0.018 -0.011 0.023
H 1.769065 1.020756 3.250794 0.032 -0.036 -0.010
H 2.831285 4.537821 1.512757 0.002 -0.011 0.002
H 1.599273 4.853543 0.290312 -0.015 0.000 -0.009
H 2.755401 3.547535 0.052434 0.000 -0.009 0.009
H -0.610303 4.691639 0.767930 0.008 0.020 0.022
H -2.077107 5.976872 -0.685687 -0.004 -0.007 0.010
H -3.332774 4.859913 -2.508405 0.011 0.004 -0.008
H -3.062427 2.417905 -2.857512 0.010 0.008 -0.011
H -0.761080 1.120490 -3.873158 -0.004 0.011 0.010
H -1.537659 -0.349312 -5.722712 -0.005 -0.001 0.000
H -3.135708 -2.177810 -5.256392 0.003 -0.002 0.005
H -3.977385 -2.525429 -2.956664 0.007 -0.001 -0.005
H -3.230132 -1.009681 -1.120938 0.015 0.013 0.014
F -2.290903 0.696021 1.166879 0.154 0.119 -0.107
B -3.738473 1.117196 1.289009 -0.047 -0.127 0.035
F -3.734043 2.309415 1.967693 0.002 -0.031 -0.040
F -4.307902 0.076833 2.019734 0.002 0.036 -0.016
F -4.238986 1.196469 0.008656 0.022 -0.011 0.046
```
Positions in Å, forces in eV/Å.

HOMO (spin up / spin down) = -7.727 / -7.728 eV
Multiplicity = 1
HOMO-LUMO gap (spin up / spin down) = 6.794 / 6.794 eV
Charge = 0
Total energy = -2427.36593 Ha

Question: Among the records above, which one has the lowest total energy?
Answer: C25H29BF8IrN3OSi

What did the first record say?
ORCA calculation (ωB97M-V with the def2-TZVPD basis set) on a cluster of 2 separate species, C4H9NO2 in total.

Structure (XYZ):
```
16
Properties=species:S:1:pos:R:3:forces:R:3
C -0.940825 2.462872 -0.514674 0.015 -0.417 -0.020
C -1.295630 1.229296 -0.139093 0.157 0.110 -0.167
O -0.895667 0.025913 -0.645013 0.052 0.349 -0.003
C 0.032090 0.052188 -1.727111 0.063 -0.101 -0.068
H -0.250751 2.659522 -1.326022 -0.047 -0.073 0.054
H -1.350015 3.325160 0.002594 0.012 -0.268 -0.034
H -1.990794 1.060283 0.676686 0.027 0.038 -0.057
H -0.423005 0.503599 -2.614688 0.063 0.118 0.122
H 0.297395 -0.981380 -1.968557 -0.182 0.165 0.232
H 0.951050 0.578758 -1.448878 -0.147 0.047 -0.023
N 0.654990 -2.343591 1.942650 -0.057 -0.025 0.018
C 1.303262 -1.299092 1.363347 0.546 -0.388 -0.348
O 2.370189 -1.411459 0.779088 -0.780 0.238 0.420
H 1.054067 -3.266666 1.838531 -0.114 0.181 0.015
H -0.282940 -2.251272 2.305992 0.295 0.032 -0.116
H 0.766586 -0.344132 1.475149 0.098 -0.006 -0.026
```
Positions in Å, forces in eV/Å.

HOMO = -9.149 eV
Multiplicity = 1
HOMO-LUMO gap = 10.008 eV
Charge = 0
SMILES = C=COC.NC=O
Total energy = -363.01370 Ha

Question: Which of these has the highest total energy?
Answer: C4H9NO2